No. 1
Density functional theory data (ωB97M-V/def2-TZVPD) for a single C3H7NO2S molecule.

Last column: Löwdin charge in e.
Element x y z (Å)
C: 1.67832 -0.67658 -0.49762  -0.07
C: 0.56967 -0.78800 0.50786  -0.23
C: -1.70197 -0.11903 -0.05686  -0.90
H: 2.64680 -0.65300 0.02652  0.08
H: 1.70494 -1.58831 -1.15618  0.10
H: 1.55238 0.21294 -1.11139  0.07
H: 0.69894 -1.69045 1.14348  0.14
H: 0.51414 0.04745 1.17833  0.10
H: -2.19938 1.77337 0.10468  0.09
H: 0.20925 2.12131 0.35820  0.11
N: -1.41393 1.20126 0.26042  -0.05
O: -0.70134 -0.97893 -0.15168  -0.08
O: -0.29255 1.74665 -0.38750  -0.04
S: -3.26528 -0.60869 -0.21826  0.68

Results
* highest occupied orbital energy: -8.611 eV
* charge: 0
* spin multiplicity: 1
* gap between HOMO and LUMO: 9.07 eV
* LUMO: 0.45 eV
* structure (SMILES): CCOC(=S)NO

=====

No. 2
Density functional theory data (ωB97M-V/def2-TZVPD) for a molecular structure, C29H34AsCl2GaNO5.

Last column: Löwdin charge in e.
Element x y z (Å)
Ga: 15.40475 8.69702 7.28969  0.81
O: 18.02957 5.44978 7.71223  0.15
C: 17.54331 6.66631 7.48191  -0.45
O: 16.44150 6.81084 6.89257  -0.02
C: 18.48171 7.78680 7.82290  -0.08
O: 17.76556 9.00276 8.10771  -0.19
C: 18.12949 10.14687 7.33494  -0.07
C: 16.80887 10.80799 6.78581  -0.53
O: 17.12566 12.09845 6.18100  0.01
O: 16.13068 9.92352 5.96744  -0.10
H: 17.35540 4.73022 7.49217  0.19
H: 19.28021 7.54374 8.51558  0.15
H: 19.00559 7.99663 6.88531  0.15
H: 18.65192 10.89138 7.94578  0.15
H: 18.68339 9.80803 6.45784  0.14
Cl: 16.36232 7.36017 10.54660  0.58
C: 15.54865 5.77936 10.49592  -0.93
Cl: 14.37936 5.58517 9.13410  0.52
H: 15.02369 5.70114 11.46252  0.04
H: 16.32287 4.98775 10.37588  0.04
C: 7.18719 7.50319 7.17926  -0.04
C: 8.52839 7.94417 7.73332  -0.28
C: 8.75660 8.14357 9.08072  0.00
C: 10.01903 8.60092 9.55890  -0.33
C: 10.13720 8.57394 11.02496  -0.08
C: 11.00757 9.00896 8.65722  -0.28
As: 12.83693 9.48749 9.55538  1.39
N: 14.10435 10.14433 8.26694  -0.26
C: 14.55372 11.39439 7.97608  -0.28
C: 16.07203 11.57011 7.96155  -0.11
C: 16.53353 12.89393 7.41376  -0.17
C: 15.58366 13.93626 7.10742  0.03
C: 14.25584 13.65162 7.15285  -0.03
C: 13.71444 12.43006 7.58101  0.04
C: 12.49089 11.23132 10.50449  -0.30
C: 11.54440 12.18591 10.12890  -0.29
C: 10.34119 11.96635 9.30871  -0.05
C: 11.74877 13.48499 10.64946  0.01
C: 12.82275 13.79982 11.50992  -0.26
C: 13.06490 15.15378 12.03152  -0.06
C: 13.72182 12.76681 11.87592  -0.01
C: 13.47455 11.47713 11.48172  -0.32
C: 14.21386 10.32449 12.11906  -0.10
C: 10.78949 8.81255 7.30027  -0.28
C: 11.81133 9.28446 6.27009  -0.06
C: 9.53866 8.27870 6.86066  -0.01
H: 6.50946 7.44851 8.02743  0.07
H: 7.27883 6.51661 6.61988  0.11
H: 6.74108 8.17717 6.43675  0.08
H: 7.98174 7.86951 9.81395  0.12
H: 9.14713 8.32606 11.44586  0.09
H: 10.45685 9.55060 11.46067  0.08
H: 10.89859 7.87077 11.34531  0.08
H: 16.46544 11.28340 8.97268  0.17
H: 17.45660 13.17915 7.97173  0.16
H: 15.87192 14.92045 6.76881  0.13
H: 13.55937 14.48684 6.90239  0.14
H: 12.62393 12.27934 7.57590  0.12
H: 10.57726 11.70557 8.27416  0.07
H: 9.68931 12.85532 9.23192  0.09
H: 9.65021 11.19547 9.68994  0.09
H: 11.05566 14.28340 10.44585  0.11
H: 13.51682 15.89470 11.35089  0.09
H: 13.67799 15.10453 12.97889  0.10
H: 12.08362 15.55934 12.32716  0.09
H: 14.50352 12.95857 12.61192  0.12
H: 14.70316 10.67992 13.03806  0.08
H: 15.05082 9.90037 11.48246  0.05
H: 13.52200 9.48607 12.33886  0.07
H: 12.79552 9.32451 6.69282  -0.02
H: 11.55063 10.39540 5.96545  0.12
H: 11.72255 8.69776 5.32147  0.09
H: 9.41872 8.19421 5.78390  0.12

Results
* highest occupied orbital energy (spin up / spin down): -10.565 / -10.234 eV
* charge: +1
* spin multiplicity: 1
* gap between HOMO and LUMO (spin up / spin down): 6.61 / 5.32 eV
* LUMO (spin up / spin down): -3.95 / -4.92 eV